A structure of composition C4H8BLuN2O8S2 in a non-equilibrium geometry. Source: the Open Molecules 2025 dataset; level of theory: ωB97M-V/def2-TZVPD.

The net charge is +2. As for the electronic energy: -79578.5153 eV. As for the spin multiplicity: 1. The HOMO-LUMO gap is 2.3531 eV. The maximum force comes out at 6.28 eV/Å. The HOMO energy comes out at -15.0 eV.

```
26
C4H8BLuN2O8S2, DFT ωB97M-V/def2-TZVPD
C 2.798 -1.991 -0.174
C 3.440 -0.775 0.588
O 3.963 -0.945 1.610
O 3.374 0.572 -0.072
C 2.067 1.180 0.327
O 2.044 1.770 1.388
C 0.862 1.037 -0.689
S -0.718 1.740 -0.067
O -0.394 3.113 0.347
O -1.629 1.831 -1.204
N -1.294 0.962 1.270
S -1.744 -0.624 0.897
O -0.729 -1.390 0.143
O -1.968 -1.311 2.181
B -3.421 -0.772 -0.030
N -4.490 0.186 0.293
O -3.574 -1.805 -0.946
H 3.524 -2.850 -0.233
H 2.543 -1.646 -1.220
H 1.850 -2.298 0.343
H 0.805 -0.039 -1.026
H 1.138 1.643 -1.618
H -4.546 0.913 -0.430
H -4.264 0.580 1.215
H -3.438 -1.487 -1.861
Lu 3.802 2.408 -1.034
```



A structure of composition C3H4N4S in a non-equilibrium geometry. Source: the Open Molecules 2025 dataset; level of theory: ωB97M-V/def2-TZVPD.

Its energy above the lowest of the compared OMol25 structures with the same formula, charge and spin is 4.257 eV. As for the electronic energy: -19966.3776 eV. As for the spin multiplicity: 1. The HOMO-LUMO gap is 7.9593 eV. The maximum force comes out at 5.16 eV/Å. The HOMO energy comes out at -8.7 eV.

```
12
C3H4N4S, DFT ωB97M-V/def2-TZVPD
C 1.932 1.173 0.049
C -1.352 -1.464 -0.064
C 0.001 -1.050 -0.162
H 2.151 0.089 -0.080
H 2.734 2.060 0.125
H -1.637 1.451 0.910
H -1.885 -2.479 -0.175
N 0.652 1.478 -0.206
N -0.151 0.347 -0.241
N -1.531 0.728 -0.135
N -2.241 -0.440 0.017
S 1.327 -1.891 -0.039
```



A structure of composition C15H20F10N3O5PS2Tc. Source: the Open Molecules 2025 dataset; level of theory: ωB97M-V/def2-TZVPD.

Its energy above the lowest of the compared OMol25 structures with the same formula, charge and spin is 0.051 eV. The net charge is +2. As for the electronic energy: -90904.3310 eV. As for the spin multiplicity: 4. The HOMO-LUMO gap (spin up / spin down) is 8.9717 / 6.5739 eV. The maximum force comes out at 0.21 eV/Å. The HOMO energy (spin up / spin down) comes out at -15.0 / -15.4 eV.

```
57
C15H20F10N3O5PS2Tc, DFT ωB97M-V/def2-TZVPD
Tc -0.704 -0.631 -0.092
C -0.910 2.012 1.342
N -1.261 0.580 1.537
C -2.724 0.495 1.796
C -0.521 0.024 2.702
C 0.946 -0.168 2.384
N 1.123 -0.752 1.042
C 2.289 -1.300 0.693
C 2.532 -1.650 -0.678
F 1.621 -1.313 -1.597
C 3.679 -2.264 -1.101
F 3.820 -2.535 -2.390
C 4.697 -2.575 -0.206
C 4.528 -2.225 1.126
F 5.480 -2.493 1.999
C 3.386 -1.598 1.574
F 3.324 -1.304 2.864
H -1.155 2.563 2.251
H -1.490 2.408 0.512
H 0.149 2.117 1.123
H -2.973 1.098 2.671
H -3.004 -0.539 1.983
H -3.263 0.869 0.929
H -0.981 -0.929 2.953
H -0.630 0.687 3.563
H 1.379 -0.781 3.168
H 1.483 0.786 2.392
H 5.604 -3.060 -0.540
F -0.122 -4.603 -0.176
C -1.057 -4.855 0.733
F -0.506 -4.955 1.926
F -1.720 -5.940 0.423
S -2.229 -3.421 0.769
O -1.301 -2.270 1.026
O -3.203 -3.644 1.763
N -2.801 -3.344 -0.706
S -2.289 -2.197 -1.610
O -2.649 -0.844 -1.109
O -0.839 -2.184 -1.850
C -3.198 -2.501 -3.204
F -4.481 -2.360 -2.984
F -2.762 -1.586 -4.055
F -2.906 -3.707 -3.624
C 2.075 1.748 -2.539
P 0.301 1.531 -2.559
C -0.466 3.138 -2.685
C -0.147 0.539 -3.972
O -0.191 0.858 -1.260
H 2.367 2.347 -3.403
H 2.576 0.783 -2.593
H 2.379 2.273 -1.633
H -0.153 3.622 -3.611
H -0.169 3.766 -1.844
H -1.551 3.031 -2.693
H 0.221 1.004 -4.888
H -1.231 0.448 -4.030
H 0.296 -0.453 -3.873
```



A cluster of 19 separate species, C88H121F6N13 in total in a non-equilibrium geometry. Source: the Open Molecules 2025 dataset; level of theory: ωB97M-V/def2-TZVPD.

As for the electronic energy: -128884.9044 eV. As for the spin multiplicity: 1. The HOMO-LUMO gap is 9.1665 eV. The maximum force comes out at 5.74 eV/Å. The HOMO energy comes out at -9.2 eV.

```
228
C88H121F6N13, DFT ωB97M-V/def2-TZVPD
C 0.412 -1.664 0.822
C 0.583 -0.148 1.095
C 0.231 0.756 -0.093
C 0.459 2.134 0.367
N 0.657 3.239 0.674
H 0.798 -2.020 -0.133
H -0.648 -1.906 0.902
H 0.820 -2.356 1.559
H 1.626 -0.120 1.409
H -0.040 0.065 1.964
H -0.829 0.701 -0.343
H 0.822 0.383 -0.929
C -5.969 -0.834 7.527
C -5.035 -1.128 6.328
C -3.665 -0.435 6.376
C -2.958 -0.622 5.182
N -2.409 -0.728 4.197
H -5.575 -1.266 8.447
H -6.951 -1.305 7.485
H -6.202 0.226 7.626
H -5.701 -1.047 5.470
H -4.881 -2.205 6.393
H -3.012 -0.793 7.172
H -3.508 0.632 6.534
C 3.252 -3.234 3.660
C 3.795 -4.498 4.370
C 3.937 -5.715 3.495
C 2.599 -6.020 2.932
N 1.579 -6.228 2.460
H 3.798 -3.017 2.742
H 3.361 -2.316 4.236
H 2.252 -3.608 3.441
H 3.188 -4.857 5.202
H 4.726 -4.147 4.814
H 4.243 -6.655 3.955
H 4.554 -5.436 2.641
C 3.337 -2.478 -2.386
C 4.057 -3.083 -3.580
C 5.435 -2.495 -3.919
C 5.529 -1.951 -5.256
N 5.688 -1.576 -6.307
H 2.288 -2.773 -2.402
H 3.248 -1.391 -2.399
H 3.681 -2.810 -1.407
H 3.439 -2.847 -4.447
H 4.249 -4.156 -3.543
H 6.231 -3.216 -3.731
H 5.578 -1.582 -3.340
C 4.790 5.541 0.278
C 3.354 6.108 0.444
C 2.851 6.829 -0.803
C 3.744 7.638 -1.681
N 4.470 8.124 -2.456
H 4.993 4.950 -0.615
H 5.031 4.908 1.132
H 5.565 6.297 0.406
H 3.439 6.795 1.286
H 2.664 5.340 0.796
H 1.910 7.358 -0.654
H 2.498 6.074 -1.505
C -4.320 -0.312 -4.609
C -2.844 -0.292 -5.116
C -1.991 0.574 -4.279
C -0.663 0.116 -3.846
N 0.362 -0.285 -3.450
H -4.719 0.703 -4.595
H -4.280 -0.618 -3.564
H -4.871 -1.008 -5.241
H -2.970 0.167 -6.096
H -2.554 -1.338 -5.218
H -2.442 0.955 -3.363
H -1.769 1.473 -4.854
C -2.040 6.440 6.136
C -2.751 6.431 4.781
C -1.978 5.676 3.615
C -1.629 4.186 3.731
N -1.265 3.121 3.815
H -2.670 5.839 6.790
H -1.863 7.358 6.697
H -1.094 5.907 6.043
H -2.753 7.384 4.251
H -3.814 6.198 4.842
H -1.101 6.203 3.237
H -2.689 5.673 2.789
C 2.547 -0.394 -7.687
C 2.504 0.023 -6.235
C 3.482 1.201 -5.947
C 3.073 2.474 -6.446
N 2.790 3.464 -6.961
H 3.563 -0.463 -8.076
H 2.151 0.377 -8.348
H 1.996 -1.323 -7.836
H 2.824 -0.854 -5.672
H 1.472 0.210 -5.937
H 4.453 0.889 -6.333
H 3.545 1.383 -4.875
C -1.523 6.807 0.056
C -2.668 7.713 0.075
C -2.617 8.773 -1.063
C -1.546 9.779 -0.980
N -0.769 10.580 -0.925
H -1.193 6.294 0.959
H -0.614 7.264 -0.334
H -1.835 6.081 -0.696
H -2.708 8.309 0.987
H -3.643 7.231 -0.006
H -3.593 9.236 -1.210
H -2.334 8.412 -2.052
C -7.345 -5.435 -4.101
C -5.986 -5.077 -3.509
C -5.158 -4.069 -4.374
C -4.070 -3.509 -3.496
N -3.166 -3.179 -2.819
H -7.426 -5.824 -5.116
H -8.018 -4.579 -4.135
H -7.842 -6.244 -3.565
H -5.392 -5.979 -3.364
H -6.102 -4.735 -2.481
H -5.753 -3.238 -4.752
H -4.783 -4.637 -5.226
C 2.834 3.201 5.546
C 4.120 3.507 6.456
C 5.253 4.209 5.618
C 4.968 5.671 5.433
N 4.795 6.787 5.311
H 2.114 2.648 6.149
H 2.980 2.648 4.618
H 2.184 4.044 5.313
H 4.423 2.585 6.952
H 3.738 4.133 7.263
H 5.267 3.722 4.643
H 6.273 4.187 6.001
C 1.785 -5.270 -4.537
C 0.892 -6.514 -4.462
C 1.591 -7.919 -4.773
C 2.328 -7.999 -6.044
N 2.869 -8.061 -7.041
H 1.329 -4.285 -4.441
H 2.091 -5.172 -5.578
H 2.563 -5.255 -3.774
H 0.013 -6.292 -5.067
H 0.430 -6.538 -3.475
H 1.070 -8.862 -4.609
H 2.376 -8.044 -4.028
C -0.344 4.114 -3.550
C -0.191 4.673 -4.948
C 0.980 5.733 -5.125
C 0.940 6.765 -4.112
N 0.760 7.600 -3.276
H 0.589 3.811 -3.074
H -1.054 3.292 -3.458
H -0.556 4.955 -2.890
H -1.121 4.980 -5.427
H 0.008 3.830 -5.610
H 0.984 6.263 -6.077
H 1.896 5.168 -4.955
F -8.998 -0.828 0.035
C -7.813 -1.235 0.550
C -7.616 -1.607 1.905
C -6.393 -1.899 2.471
C -5.307 -1.589 1.628
C -5.469 -1.198 0.296
C -6.714 -1.071 -0.266
H -8.491 -1.548 2.536
H -6.345 -2.337 3.457
H -4.325 -1.778 2.036
H -4.639 -1.214 -0.395
H -6.760 -0.812 -1.313
F 3.296 -3.473 8.568
C 2.360 -2.989 7.703
C 2.446 -1.604 7.386
C 1.587 -1.047 6.409
C 0.651 -1.888 5.806
C 0.542 -3.320 6.169
C 1.413 -3.801 7.063
H 3.292 -1.046 7.760
H 1.712 -0.030 6.066
H -0.080 -1.575 5.076
H -0.261 -3.950 5.816
H 1.423 -4.841 7.354
F 4.731 4.512 -4.311
C 4.619 3.550 -3.340
C 3.516 3.570 -2.602
C 3.441 2.641 -1.596
C 4.429 1.609 -1.562
C 5.402 1.520 -2.436
C 5.639 2.599 -3.296
H 2.735 4.302 -2.744
H 2.730 2.602 -0.785
H 4.319 0.807 -0.847
H 6.154 0.745 -2.456
H 6.414 2.561 -4.048
F 5.053 -10.229 -1.174
C 5.030 -8.870 -0.783
C 6.239 -8.192 -0.704
C 6.172 -6.802 -0.393
C 4.919 -6.223 -0.163
C 3.711 -6.848 -0.341
C 3.786 -8.283 -0.545
H 7.137 -8.762 -0.889
H 7.085 -6.227 -0.450
H 4.879 -5.197 0.172
H 2.827 -6.354 0.035
H 2.906 -8.893 -0.402
F -4.743 5.069 -1.218
C -4.563 3.998 -0.401
C -4.299 2.777 -0.909
C -3.978 1.708 -0.067
C -4.159 1.865 1.253
C -4.489 3.136 1.797
C -4.683 4.159 0.943
H -4.314 2.585 -1.971
H -3.821 0.739 -0.517
H -4.046 1.230 2.120
H -4.540 3.194 2.874
H -4.928 5.111 1.389
F -4.156 -4.555 4.515
C -3.727 -4.584 3.245
C -4.629 -4.727 2.213
C -4.303 -4.685 0.866
C -2.939 -4.501 0.575
C -1.929 -4.260 1.648
C -2.375 -4.380 3.000
H -5.676 -4.934 2.381
H -5.037 -4.968 0.126
H -2.561 -4.536 -0.436
H -0.894 -4.065 1.407
H -1.757 -4.088 3.835
```



A cluster of 9 separate species, C18H49N18O12 in total in a non-equilibrium geometry. Source: the Open Molecules 2025 dataset; level of theory: ωB97M-V/def2-TZVPD.

The net charge is -1. As for the electronic energy: -70858.7516 eV. As for the spin multiplicity: 1. The HOMO-LUMO gap is 5.5154 eV. The maximum force comes out at 1.33 eV/Å. The HOMO energy comes out at -4.0 eV.

```
97
C18H49N18O12, DFT ωB97M-V/def2-TZVPD
C -1.594 -1.850 3.202
C -1.439 -1.845 2.014
C -1.222 -1.785 0.576
C 0.264 -1.738 0.124
C 1.142 -0.956 1.110
C 2.642 -0.897 0.691
C 3.272 0.462 0.959
O 3.360 0.721 2.360
C 0.797 -3.223 0.218
O 1.979 -3.414 -0.167
O 0.034 -4.072 0.743
N 0.224 -1.207 -1.246
O 0.744 -2.056 -2.233
C 0.500 0.183 -1.457
C -0.473 1.158 -0.807
N -1.673 1.359 -1.660
H -1.743 -1.588 4.217
H -1.717 -2.616 0.090
H -1.750 -0.897 0.229
H 0.805 0.066 1.295
H 1.134 -1.448 2.077
H 3.201 -1.652 1.235
H 2.712 -1.131 -0.367
H 2.646 1.219 0.502
H 4.275 0.457 0.531
H 2.550 1.196 2.580
H 1.611 -1.728 -2.507
H 1.528 0.502 -1.215
H 0.409 0.368 -2.529
H -0.816 0.873 0.178
H 0.015 2.127 -0.704
H -1.439 2.085 -2.328
H -2.428 1.709 -1.084
C -5.495 0.853 -2.585
O -4.722 0.442 -1.749
N -6.829 0.532 -2.601
N -5.087 1.671 -3.611
H -7.468 0.848 -3.305
H -7.164 -0.071 -1.874
H -4.114 1.912 -3.637
H -5.700 2.020 -4.323
C 4.218 -3.685 4.188
O 4.450 -4.345 5.203
N 3.459 -4.144 3.168
N 4.726 -2.428 4.016
H 3.267 -3.622 2.325
H 3.061 -5.059 3.260
H 5.290 -2.054 4.754
H 4.562 -1.874 3.195
C 1.766 3.960 1.957
O 1.492 2.816 1.615
N 2.882 4.243 2.693
N 0.991 5.028 1.635
H 3.124 5.170 2.989
H 3.474 3.470 2.943
H 0.167 4.847 1.092
H 1.206 5.971 1.913
C 0.551 8.518 3.714
O 1.315 7.730 3.181
N 0.977 9.709 4.231
N -0.785 8.268 3.836
H 0.370 10.371 4.674
H 1.955 9.918 4.155
H -1.125 7.399 3.470
H -1.430 8.899 4.271
C 7.615 -3.922 2.210
O 6.904 -3.112 1.649
N 7.305 -4.495 3.411
N 8.814 -4.332 1.667
H 7.898 -5.158 3.870
H 6.438 -4.234 3.851
H 9.074 -3.935 0.785
H 9.421 -4.998 2.103
C -6.901 -1.905 -5.564
O -8.009 -1.396 -5.521
N -6.252 -2.361 -4.454
N -6.213 -2.056 -6.741
H -5.337 -2.771 -4.472
H -6.721 -2.260 -3.570
H -6.658 -1.730 -7.576
H -5.300 -2.465 -6.800
C -7.345 -5.584 -2.106
O -7.539 -4.545 -1.503
N -7.495 -6.813 -1.520
N -6.962 -5.602 -3.419
H -7.337 -7.678 -1.997
H -7.770 -6.828 -0.556
H -6.846 -4.710 -3.865
H -6.800 -6.438 -3.946
C 2.378 3.899 -2.260
O 1.187 3.763 -2.473
N 2.959 3.471 -1.102
N 3.227 4.490 -3.165
H 3.936 3.564 -0.903
H 2.361 3.029 -0.420
H 2.826 4.810 -4.025
H 4.208 4.607 -3.009
```



The highest maximum force belongs to which entry?
C4H8BLuN2O8S2



Which of these has the highest maximum force?
C4H8BLuN2O8S2